Entry 1:
DFT (ωB97M-V/def2-TZVPD) results for C3H6N2O2 as an isolated structure.

Geometry as XYZ:
```
13
Properties=species:S:1:pos:R:3:forces:R:3:lowdin_charge:R:1
C -0.429 -0.637 -0.483 -1.005 -2.969 0.676 -0.324
C 0.754 -1.163 0.403 -1.463 -0.426 0.875 -0.171
C -0.212 0.782 -0.197 -1.927 -0.534 -0.946 -0.495
H -2.129 -0.167 0.757 2.208 -3.427 -3.844 0.262
H -0.169 -0.937 -1.570 -0.876 0.475 1.597 0.193
H 0.583 -1.205 1.539 -0.312 0.486 -1.409 0.151
H 1.149 -2.134 0.154 -0.121 -0.426 -0.379 0.122
H 1.298 1.657 0.556 0.616 -0.684 -1.151 0.161
H -0.804 2.336 0.744 -1.614 -2.046 -1.829 0.133
N 1.123 1.036 -0.281 0.824 0.662 2.476 0.103
N -1.221 1.435 0.197 1.849 3.609 2.487 0.129
O -1.711 -1.078 -0.022 -0.688 3.352 2.114 -0.147
O 1.722 -0.265 0.031 2.509 1.927 -0.665 -0.116
```
Forces are in eV/Å.

**HOMO level**: -0.3620 hartree
**Relative energy (zero: lowest compared OMol25 entry of this formula, charge and spin)**: 551.32 kJ/mol
**Kohn-Sham gap**: 0.379 Eh



Entry 2:
DFT (ωB97M-V/def2-TZVPD) results for one molecule with the formula C3H6N2O2.

Geometry as XYZ:
```
13
Properties=species:S:1:pos:R:3:forces:R:3:lowdin_charge:R:1
C 1.403 0.609 0.110 1.484 1.595 0.823 -0.385
C 2.341 -0.548 0.462 -1.450 0.652 -2.276 0.019
C -2.219 0.863 0.302 0.799 2.248 0.042 -0.061
N -0.762 1.181 0.181 -1.258 0.020 0.084 0.066
N 0.014 0.208 0.005 -2.333 1.406 0.182 -0.314
O -0.278 -0.964 -0.168 -0.055 -1.944 -0.277 -0.001
O 1.614 1.781 -0.073 0.953 -1.740 0.116 0.133
H 1.895 -1.278 1.160 0.430 0.643 -0.224 0.094
H 2.275 -1.032 -0.582 0.884 0.141 1.522 0.125
H 3.288 -0.063 0.694 0.076 -0.657 0.026 0.087
H -2.451 1.258 1.363 -0.292 -0.244 -2.101 0.111
H -2.412 -0.151 0.259 -0.169 -2.319 0.221 0.015
H -2.802 1.257 -0.615 0.931 0.199 1.861 0.111
```
Forces are in eV/Å.

**HOMO level**: -0.3661 hartree
**Relative energy (zero: lowest compared OMol25 entry of this formula, charge and spin)**: 476.02 kJ/mol
**Kohn-Sham gap**: 0.360 Eh



Entry 3:
DFT (ωB97M-V/def2-TZVPD) results for one molecule with the formula C3H6N2O2.

Geometry as XYZ:
```
13
Properties=species:S:1:pos:R:3:forces:R:3:lowdin_charge:R:1
N -1.598 -0.929 -0.916 -0.184 -0.053 -0.003 0.011
C -0.375 0.745 0.163 -0.266 0.189 0.000 -0.428
O -1.220 1.611 0.160 0.359 -0.272 0.003 0.092
C -0.747 -0.724 0.249 0.180 0.014 0.144 -0.194
O 2.132 -0.600 0.959 -0.001 0.415 -0.288 0.042
C 2.101 0.430 0.327 0.025 -0.259 0.145 -0.308
N 0.963 1.098 -0.074 -0.022 0.062 0.097 0.131
H -2.488 -0.462 -0.780 0.072 -0.068 -0.098 0.074
H -1.762 -1.909 -1.089 -0.054 -0.071 0.073 0.069
H 0.133 -1.365 0.189 -0.149 0.142 -0.023 0.101
H -1.225 -0.900 1.226 0.057 0.060 -0.196 0.127
H 3.014 0.964 0.009 -0.067 -0.068 0.036 0.135
H 1.070 2.042 -0.424 0.051 -0.091 0.109 0.148
```
Forces are in eV/Å.

**HOMO level**: -0.3553 hartree
**Relative energy (zero: lowest compared OMol25 entry of this formula, charge and spin)**: 106.19 kJ/mol
**Kohn-Sham gap**: 0.383 Eh



Entry 4:
DFT (ωB97M-V/def2-TZVPD) results for one molecule with the formula C3H6N2O2.

Geometry as XYZ:
```
13
Properties=species:S:1:pos:R:3:forces:R:3:lowdin_charge:R:1
C -0.545 1.060 -0.642 2.682 -0.297 -1.122 -0.206
C 2.345 0.041 -0.045 0.139 -0.188 0.926 -0.186
C -2.126 -0.490 0.463 -0.074 -0.288 0.044 0.015
N 1.215 -0.255 -0.856 -2.932 2.073 -1.025 -0.062
N -0.863 -0.088 -0.120 0.123 -0.395 0.272 -0.139
O -0.891 2.118 -1.018 0.033 -0.847 0.442 0.173
O 0.203 -0.961 -0.051 -0.241 -0.298 0.562 -0.122
H 2.935 -0.876 0.109 0.080 0.185 0.012 0.074
H 2.950 0.760 -0.602 -0.050 -0.101 0.022 0.081
H 2.091 0.457 0.942 0.146 0.023 -0.091 0.072
H -1.964 -0.818 1.491 -0.002 0.078 -0.050 0.098
H -2.801 0.364 0.446 0.085 -0.025 -0.026 0.103
H -2.549 -1.312 -0.117 0.012 0.078 0.033 0.099
```
Forces are in eV/Å.

**HOMO level (alpha / beta)**: -0.2980 / -0.2983 hartree
**Relative energy (zero: lowest compared OMol25 entry of this formula, charge and spin)**: 691.13 kJ/mol
**Kohn-Sham gap (alpha / beta)**: 0.306 / 0.307 Eh



Entry 5:
DFT (ωB97M-V/def2-TZVPD) results for one molecule with the formula C3H6N2O2.

Geometry as XYZ:
```
13
Properties=species:S:1:pos:R:3:forces:R:3:lowdin_charge:R:1
C 0.683 -0.532 -0.061 2.723 -1.121 0.925 -0.563
C -1.177 0.776 -0.220 1.448 -1.024 0.078 -0.111
C -1.527 -0.660 0.145 -0.153 -0.451 -0.957 -0.097
H 3.639 -0.291 0.296 -3.352 2.622 -1.675 0.173
H 0.825 1.448 -0.040 0.948 0.843 -0.134 0.118
H -1.278 1.033 -1.279 -0.182 -0.060 0.130 0.126
H -1.644 1.457 0.437 -0.875 0.881 0.352 0.104
H -1.757 -0.689 1.204 0.345 -0.353 0.299 0.121
H -2.364 -1.120 -0.396 0.460 0.171 -0.009 0.129
N 1.890 -0.949 -0.004 0.107 0.424 -1.037 0.038
N 0.244 0.693 0.199 -2.117 1.761 -0.445 0.092
O 2.754 0.233 -0.092 3.368 -3.148 2.159 -0.169
O -0.289 -1.399 -0.190 -2.721 -0.546 0.315 0.039
```
Forces are in eV/Å.

**HOMO level**: -0.3042 hartree
**Relative energy (zero: lowest compared OMol25 entry of this formula, charge and spin)**: 371.93 kJ/mol
**Kohn-Sham gap**: 0.335 Eh



Entry 6:
DFT (ωB97M-V/def2-TZVPD) results for C3H6N2O2S as an isolated structure.

Geometry as XYZ:
```
14
Properties=species:S:1:pos:R:3:forces:R:3:lowdin_charge:R:1
C -2.820 0.416 0.005 -6.781 -1.186 -0.171 -0.178
C -1.395 0.384 -0.118 0.873 2.702 -0.996 -0.816
C 1.833 0.092 0.011 -3.173 -0.379 1.311 -0.720
H -3.415 1.603 -0.640 1.999 -4.168 2.123 0.206
H -3.435 0.245 1.226 2.342 0.564 -4.024 0.166
H -3.094 -0.874 -0.711 0.124 4.134 2.068 0.172
H 1.105 -1.372 -0.991 0.712 -1.598 -2.012 0.045
H 0.428 1.436 0.801 0.824 -0.401 -0.358 0.067
H 2.151 1.866 0.931 -1.885 -1.817 -0.744 0.169
N 0.827 -0.879 -0.216 0.136 -0.558 0.661 -0.299
N 1.391 1.154 0.646 2.137 3.980 2.811 0.154
O -0.834 1.445 -0.501 -1.179 -3.956 0.787 -0.032
O 2.939 -0.096 -0.343 2.787 -0.651 -1.243 0.095
S -0.739 -1.311 0.234 1.084 3.333 -0.214 0.972
```
Forces are in eV/Å.

**HOMO level**: -0.3451 hartree
**Relative energy (zero: lowest compared OMol25 entry of this formula, charge and spin)**: 547.91 kJ/mol
**Kohn-Sham gap**: 0.337 Eh



Entry 7:
DFT (ωB97M-V/def2-TZVPD) results for a 3-piece molecular cluster, C3H6N2O3 overall.

Geometry as XYZ:
```
14
Properties=species:S:1:pos:R:3:forces:R:3:lowdin_charge:R:1
C 0.376 -0.721 -1.544 0.135 0.885 -1.706 -0.050
C 0.949 -1.653 -0.433 2.110 -0.653 -0.190 -0.038
C 0.724 -0.250 -0.259 0.412 1.269 1.678 -0.491
N -6.569 -0.536 0.364 -0.496 0.507 1.592 -0.340
N -6.628 -0.220 1.423 0.269 0.484 1.609 0.226
O -6.596 -0.865 -0.730 0.223 -0.988 -3.240 0.125
O -3.526 -0.013 0.453 -0.554 1.145 0.302 -0.057
O 1.072 0.686 0.400 -0.306 0.323 0.164 0.115
H 0.942 -0.229 -2.368 -0.282 -1.008 0.462 0.132
H -0.663 -0.848 -1.731 -0.697 -0.209 -0.257 0.097
H 2.065 -1.805 -0.451 -1.328 -0.422 -0.013 0.134
H 0.322 -2.422 -0.016 -0.051 -0.163 -0.131 0.100
H -3.310 -0.925 0.556 0.259 -1.049 0.157 0.014
H -3.942 0.246 1.295 0.306 -0.120 -0.427 0.034
```
Forces are in eV/Å.

**HOMO level**: -0.3377 hartree
**Relative energy (zero: lowest compared OMol25 entry of this formula, charge and spin)**: 525.13 kJ/mol
**Kohn-Sham gap**: 0.359 Eh



Entry 8:
DFT (ωB97M-V/def2-TZVPD) results for one molecule with the formula C3H6N2O5.

Geometry as XYZ:
```
16
Properties=species:S:1:pos:R:3:forces:R:3:lowdin_charge:R:1
C 0.506 -0.932 -1.791 -1.891 -2.852 -0.202 -0.095
C 0.723 -0.805 -0.251 -0.016 -0.159 0.649 -0.112
C -0.184 0.304 0.386 0.709 0.387 -2.879 -0.327
N 0.539 1.575 1.117 -2.058 -1.501 -0.930 -0.305
N -1.092 -0.210 1.446 2.574 -2.114 -0.216 -0.320
O 1.357 1.371 1.958 0.768 0.299 0.329 0.130
O -0.022 2.579 0.765 1.243 1.047 0.925 0.111
O -0.747 -1.264 1.981 -1.320 1.466 0.167 0.107
O -2.025 0.493 1.601 -2.433 0.476 1.543 0.146
O -0.918 0.903 -0.608 -0.875 -0.359 0.702 0.024
H 0.767 -0.111 -2.412 0.667 0.812 -0.089 0.053
H -0.587 -1.157 -2.126 1.561 0.570 1.207 0.106
H 0.981 -1.884 -2.171 0.111 1.191 0.536 0.086
H 0.590 -1.788 0.320 -0.240 1.470 -1.079 0.133
H 1.758 -0.553 0.016 -0.107 0.125 -0.397 0.113
H -1.646 1.477 -0.231 1.308 -0.859 -0.265 0.149
```
Forces are in eV/Å.

**HOMO level**: -0.4115 hartree
**Relative energy (zero: lowest compared OMol25 entry of this formula, charge and spin)**: 340.43 kJ/mol
**Kohn-Sham gap**: 0.383 Eh



Entry 9:
DFT (ωB97M-V/def2-TZVPD) results for one molecule with the formula C3H6N2OS.

Geometry as XYZ:
```
13
Properties=species:S:1:pos:R:3:forces:R:3:lowdin_charge:R:1
C 0.683 1.892 -0.352 2.488 -0.372 2.056 -0.069
C -0.538 -0.201 -0.440 -0.485 0.688 2.498 -0.460
C 0.405 -1.945 1.043 0.198 1.157 2.310 -0.747
H 0.418 2.211 -1.482 0.260 -0.836 2.933 0.119
H 1.925 1.913 -0.192 -3.522 1.067 -0.556 0.140
H 0.093 2.352 0.645 1.539 -0.434 -3.387 0.149
H -1.545 0.991 -1.494 -0.340 0.881 -0.149 0.019
H -1.425 -1.735 -0.135 -0.557 -2.374 0.415 0.125
H 0.920 -1.140 1.725 -0.790 -1.156 -2.062 0.104
N -1.698 0.165 -0.946 3.541 -0.922 0.370 0.140
N -0.504 -1.476 0.142 0.166 1.854 -1.178 0.008
O 0.626 0.444 -0.028 -2.312 0.724 -2.917 -0.166
S 0.640 -3.471 1.515 -0.189 -0.276 -0.334 0.637
```
Forces are in eV/Å.

**HOMO level**: -0.3191 hartree
**Relative energy (zero: lowest compared OMol25 entry of this formula, charge and spin)**: 364.05 kJ/mol
**Kohn-Sham gap**: 0.320 Eh



Entry 10:
DFT (ωB97M-V/def2-TZVPD) results for one molecule with the formula C3H6N2OS.

Geometry as XYZ:
```
13
Properties=species:S:1:pos:R:3:forces:R:3:lowdin_charge:R:1
C 1.003 -0.419 -0.078 0.023 -0.987 0.129 -0.520
C -0.223 -0.391 0.827 -0.715 -0.314 -0.173 -0.127
C -1.447 0.136 0.081 0.344 -1.042 0.429 -0.890
H 0.903 1.597 -0.397 0.363 -0.556 0.207 0.091
H 2.237 0.811 -1.075 0.027 -0.173 0.073 0.101
H 1.082 -2.302 -0.191 -0.247 -0.407 0.173 0.032
H -0.448 -1.395 1.214 0.136 0.393 -0.334 0.111
H -0.048 0.260 1.679 0.135 0.199 0.065 0.123
H -2.109 1.716 -0.660 -0.187 0.057 -0.100 0.106
N 1.541 0.800 -0.343 -0.129 1.371 -0.408 0.117
N 1.559 -1.481 -0.517 0.029 0.719 -0.025 0.123
O -1.333 1.432 -0.159 0.150 0.610 -0.050 0.000
S -2.717 -0.764 -0.380 0.071 0.128 0.014 0.732
```
Forces are in eV/Å.

**HOMO level**: -0.3414 hartree
**Relative energy (zero: lowest compared OMol25 entry of this formula, charge and spin)**: 88.76 kJ/mol
**Kohn-Sham gap**: 0.346 Eh



Entry 11:
DFT (ωB97M-V/def2-TZVPD) results for one molecule with the formula C3H6N2OS.

Geometry as XYZ:
```
13
Properties=species:S:1:pos:R:3:forces:R:3:lowdin_charge:R:1
C 1.316 0.229 0.666 -1.004 0.280 0.169 0.004
C -0.559 -0.630 -0.779 -1.015 3.069 2.793 -0.166
C -2.096 0.681 0.721 -1.187 -1.740 -0.663 -0.739
H 2.082 -0.558 1.018 -1.240 0.885 -1.215 0.085
H 0.362 0.099 1.297 1.707 0.416 -0.788 0.059
H 1.806 1.276 0.901 -1.311 -2.000 -1.282 0.106
H 1.841 -1.580 -1.413 -0.314 4.360 -1.540 0.220
H -0.642 -1.055 -1.681 -1.198 -2.717 -3.205 0.085
H -3.046 0.314 1.322 2.082 1.118 -0.847 0.076
N 0.690 -0.070 -0.840 1.396 1.222 5.668 -0.166
N -1.668 -0.521 0.028 2.849 2.344 -1.002 -0.015
O 1.682 -0.503 -1.730 -0.729 -4.892 1.585 -0.068
S -1.766 2.318 0.489 -0.039 -2.345 0.325 0.517
```
Forces are in eV/Å.

**HOMO level**: -0.3094 hartree
**Relative energy (zero: lowest compared OMol25 entry of this formula, charge and spin)**: 617.36 kJ/mol
**Kohn-Sham gap**: 0.283 Eh



Entry 12:
DFT (ωB97M-V/def2-TZVPD) results for one molecule with the formula C3H6N2OS.

Geometry as XYZ:
```
13
Properties=species:S:1:pos:R:3:forces:R:3:lowdin_charge:R:1
C 1.480 -0.109 0.201 -0.301 1.229 -1.042 -0.535
C 0.318 0.493 0.944 1.399 1.627 1.093 -0.157
C -0.924 0.553 0.076 -1.317 2.271 1.657 -0.846
H 2.602 0.377 -1.391 0.456 -0.098 -0.453 0.074
H 1.676 1.734 -0.949 0.471 -1.893 0.960 0.133
H 2.395 -1.657 -0.456 0.226 0.141 0.187 0.054
H 0.603 1.545 1.260 -0.522 -1.005 -0.638 0.139
H 0.138 -0.008 1.907 -0.173 -0.273 -0.604 0.127
H -0.707 -1.655 0.402 -0.572 0.129 -0.688 -0.088
N 2.114 0.817 -0.643 -0.838 1.091 -0.137 0.109
N 1.735 -1.343 0.253 -0.219 -0.589 0.202 0.119
O -1.542 1.599 -0.087 1.141 -0.962 -0.482 -0.017
S -1.660 -0.942 -0.292 0.249 -1.668 -0.055 0.888
```
Forces are in eV/Å.

**HOMO level**: -0.3598 hartree
**Relative energy (zero: lowest compared OMol25 entry of this formula, charge and spin)**: 118.28 kJ/mol
**Kohn-Sham gap**: 0.382 Eh



no.,maximum force (hartree/bohr)
1,0.1090
2,0.0540
3,0.0098
4,0.0726
5,0.0990
6,0.1339
7,0.0660
8,0.0667
9,0.0737
10,0.0279
11,0.1160
12,0.0604